Record 1
DFT (wB97M-V/def2-TZVPD) results for a molecular structure, C4H7NO2.

Cartesian coordinates (Å):
C: -1.383 -1.302 -0.127
C: -0.217 -0.391 -0.175
N: -0.107 0.800 0.316
O: -1.242 1.551 0.610
C: 1.181 -0.567 -0.726
C: 1.279 1.115 0.280
O: 1.917 -1.518 -0.440
H: -2.174 -0.921 -0.784
H: -1.066 -2.284 -0.482
H: -1.803 -1.390 0.880
H: -1.010 2.126 1.355
H: 1.203 -0.046 -1.713
H: 1.593 2.072 -0.136
H: 1.829 0.755 1.144

Calculated total energy (eV): -9841.9907
Gap between HOMO and LUMO (eV): 8.4640

=====

Record 2
DFT (wB97M-V/def2-TZVPD) results for a single C33H34N4O3 molecule.

Cartesian coordinates (Å):
C: 5.165 3.121 3.282
O: 4.163 2.171 3.007
C: 2.918 2.364 3.542
C: 2.629 3.300 4.527
C: 1.352 3.386 5.054
C: 0.355 2.536 4.616
C: 0.637 1.609 3.629
C: 1.900 1.528 3.069
C: 2.205 0.494 2.005
C: 2.268 -0.830 2.694
N: 3.169 -1.123 3.683
C: 2.898 -2.374 4.163
C: 3.528 -3.113 5.155
C: 3.034 -4.372 5.426
C: 1.940 -4.890 4.727
C: 1.310 -4.164 3.742
C: 1.786 -2.887 3.447
C: 1.403 -1.872 2.523
C: 0.365 -1.832 1.452
C: 0.894 -0.848 0.392
C: -0.005 -0.868 -0.837
O: -0.091 -1.896 -1.484
N: -0.656 0.262 -1.160
C: -1.509 0.266 -2.343
C: -0.951 1.148 -3.459
C: -1.861 1.039 -4.681
N: -3.201 1.467 -4.329
C: -4.071 1.676 -5.479
C: -4.359 0.430 -6.283
C: -5.433 -0.390 -5.958
C: -5.660 -1.565 -6.653
C: -4.815 -1.937 -7.684
C: -3.747 -1.123 -8.022
C: -3.522 0.051 -7.326
C: -3.770 0.600 -3.316
C: -2.941 0.697 -2.037
C: -0.600 1.451 -0.350
C: 0.641 1.599 0.521
O: 1.053 2.700 0.825
N: 1.153 0.447 0.986
H: 4.845 4.129 3.006
H: 5.458 3.105 4.337
H: 6.019 2.833 2.670
H: 3.394 3.968 4.891
H: 1.144 4.122 5.816
H: -0.637 2.595 5.037
H: -0.136 0.942 3.275
H: 3.168 0.746 1.538
H: 3.894 -0.503 4.001
H: 4.374 -2.714 5.694
H: 3.501 -4.973 6.192
H: 1.588 -5.881 4.971
H: 0.465 -4.569 3.205
H: 0.220 -2.812 0.995
H: -0.599 -1.487 1.838
H: 1.859 -1.254 0.045
H: -1.514 -0.774 -2.689
H: -0.921 2.191 -3.141
H: 0.059 0.830 -3.719
H: -1.488 1.695 -5.471
H: -1.843 0.000 -5.055
H: -3.589 2.425 -6.114
H: -5.007 2.099 -5.101
H: -6.102 -0.102 -5.160
H: -6.499 -2.192 -6.389
H: -4.990 -2.855 -8.226
H: -3.087 -1.404 -8.830
H: -2.691 0.685 -7.600
H: -4.791 0.935 -3.113
H: -3.810 -0.453 -3.646
H: -2.957 1.732 -1.691
H: -3.374 0.058 -1.267
H: -1.459 1.490 0.339
H: -0.652 2.335 -0.990

SMILES string: COc1ccccc1[C@H]1c2[nH]c3ccccc3c2C[C@H]2C(=O)N(C3CCN(Cc4ccccc4)CC3)CC(=O)N12
Calculated total energy (eV): -46877.3245
Gap between HOMO and LUMO (eV): 8.4463

=====

Record 3
DFT (wB97M-V/def2-TZVPD) results for a molecular structure, C24H52NiO22S7Ti in a non-equilibrium geometry.

Cartesian coordinates (Å):
Ti: 3.367 1.947 -0.762
Ni: -0.978 -0.733 0.912
S: 0.961 0.678 -0.051
O: -0.171 0.010 -0.740
O: 1.117 2.080 -0.384
O: 0.610 0.412 1.363
O: 2.225 0.013 -0.350
C: 5.131 -1.045 -1.093
C: 4.423 -1.439 -2.383
O: 4.550 -2.852 -2.446
C: 5.479 -3.242 -1.574
O: 6.013 -4.314 -1.515
O: 5.786 -2.265 -0.684
H: 4.448 -0.664 -0.334
H: 5.893 -0.273 -1.223
H: 4.772 -0.837 -3.219
H: 3.363 -1.244 -2.197
C: 1.280 4.764 -3.001
C: 0.158 3.775 -2.696
O: -0.903 4.483 -3.338
C: -0.665 5.806 -3.287
O: -1.424 6.659 -3.587
O: 0.616 6.014 -2.858
H: 1.765 4.620 -3.965
H: 2.027 4.643 -2.212
H: 0.032 3.683 -1.623
H: 0.350 2.819 -3.177
C: 1.532 3.586 2.651
C: 1.066 4.381 1.445
O: 0.689 5.638 2.002
C: 1.469 5.832 3.090
O: 1.604 6.835 3.702
O: 1.970 4.625 3.494
H: 2.337 2.904 2.369
H: 0.744 2.960 3.078
H: 0.206 3.896 0.990
H: 1.822 4.539 0.672
C: 0.518 -2.569 -2.997
C: -0.642 -3.442 -2.621
O: -1.414 -3.494 -3.814
C: -0.628 -3.159 -4.854
O: -0.941 -3.261 -5.993
O: 0.609 -2.810 -4.410
H: 1.432 -3.043 -2.624
H: 0.492 -1.528 -2.680
H: -1.277 -3.112 -1.800
H: -0.306 -4.435 -2.301
C: 2.877 0.670 4.098
S: 2.952 -0.797 5.214
O: 1.884 -1.691 4.649
C: 4.527 -1.403 4.554
H: 3.874 1.087 3.968
H: 2.168 1.416 4.458
H: 2.482 0.331 3.138
H: 4.685 -1.130 3.506
H: 4.519 -2.491 4.488
H: 5.341 -0.994 5.149
C: -5.055 -1.958 0.622
S: -3.605 -2.470 -0.375
O: -2.442 -1.511 -0.186
C: -3.147 -3.819 0.762
H: -4.891 -1.674 1.658
H: -5.810 -2.748 0.576
H: -5.550 -1.132 0.106
H: -2.146 -4.088 0.439
H: -3.911 -4.598 0.750
H: -3.106 -3.496 1.801
C: -3.560 -0.587 4.569
S: -1.836 -1.021 4.178
O: -1.895 -1.258 2.681
C: -1.066 0.603 4.400
H: -4.171 -1.490 4.591
H: -3.930 0.094 3.805
H: -3.636 -0.183 5.579
H: -0.040 0.385 4.723
H: -1.517 1.205 5.184
H: -0.848 1.129 3.470
C: -2.613 0.393 -5.859
S: -2.518 1.274 -4.275
O: -3.907 1.523 -3.759
C: -2.141 -0.190 -3.295
H: -1.719 -0.197 -6.063
H: -2.743 1.153 -6.630
H: -3.468 -0.281 -5.909
H: -2.834 -1.011 -3.455
H: -1.980 0.078 -2.250
H: -1.127 -0.492 -3.598
C: 2.419 -2.934 0.753
S: 0.965 -3.359 1.719
O: -0.188 -2.547 1.165
C: 0.747 -5.073 1.197
H: 2.207 -2.774 -0.308
H: 3.248 -3.638 0.823
H: 2.716 -1.958 1.140
H: 1.599 -5.684 1.485
H: 0.733 -5.074 0.103
H: -0.214 -5.405 1.578
C: -4.573 2.065 0.696
S: -2.755 2.326 0.826
O: -2.156 0.965 1.124
C: -2.487 2.582 -0.924
H: -5.024 2.320 1.654
H: -4.736 1.061 0.324
H: -4.952 2.836 0.023
H: -1.462 2.234 -1.059
H: -2.560 3.630 -1.210
H: -3.127 1.956 -1.547

Charge: +1
2S+1: 6
Calculated total energy (eV): -210770.6201
Gap between HOMO and LUMO (alpha / beta) (eV): 6.9316 / 7.2254

=====

Record 4
DFT (wB97M-V/def2-TZVPD) results for a molecular structure, C2H18Ni3O15 in a non-equilibrium geometry.

Cartesian coordinates (Å):
Ni: -15.631 -17.010 15.714
Ni: -19.222 -20.079 19.150
Ni: -20.265 -18.738 16.402
C: -21.448 -20.999 18.263
O: -21.077 -20.987 19.435
O: -22.412 -21.622 17.791
O: -20.750 -20.313 17.530
C: -17.459 -18.440 18.024
O: -18.659 -18.457 17.752
O: -16.695 -17.759 17.299
O: -17.137 -19.034 19.051
O: -13.890 -19.111 18.258
H: -14.758 -19.373 18.567
H: -13.359 -19.057 19.053
O: -18.385 -20.928 20.902
H: -17.581 -20.522 21.227
H: -18.693 -21.467 21.630
O: -16.988 -15.427 15.725
H: -17.056 -14.579 15.286
H: -17.607 -15.371 16.453
O: -14.388 -15.911 16.833
H: -13.447 -16.081 16.882
H: -14.554 -15.279 17.533
O: -16.147 -17.758 21.390
H: -15.291 -17.490 21.055
H: -16.557 -18.219 20.659
O: -14.244 -18.457 15.862
H: -14.178 -18.484 16.817
H: -13.549 -19.041 15.557
O: -19.652 -18.260 20.409
H: -20.258 -18.102 21.132
H: -19.260 -17.405 20.232
O: -15.480 -20.899 20.526
H: -16.041 -20.371 19.959
H: -15.426 -21.748 20.087
O: -19.843 -16.908 15.519
H: -20.156 -16.301 14.848
H: -19.641 -16.351 16.271

Charge: +1
2S+1: 8
Calculated total energy (eV): -156199.5297
Gap between HOMO and LUMO (alpha / beta) (eV): 4.3370 / 5.2168

=====

Question: What is the formula in the second record?
Answer: C33H34N4O3

=====

Question: Which of these has the lowest calculated total energy?
Answer: C24H52NiO22S7Ti

=====

Question: Which value of calculated total energy does entry 3 give?
Answer: -210770.6201 eV

=====

Question: Which of these has the lowest calculated total energy?
Answer: C24H52NiO22S7Ti